The following is a quantum chemistry calculation of 7 unconnected molecules or ions with the total composition C29H46FN8O5P2, from the Open Molecules 2025 dataset.

Last column: Löwdin charge in e.
Positions of all 91 atoms, in Å:
P: -0.9062 2.0403 0.4648  0.5220
P: -0.1371 0.1967 -0.7796  0.5386
F: -3.3861 -0.0643 -0.2965  0.0122
O: -0.3681 2.4820 -3.7981  -0.0502
O: -0.1404 2.5524 -2.3581  -0.2457
O: -1.2278 1.4147 1.9448  -0.2250
O: -3.2107 -1.7313 -1.7100  0.1104
O: -2.3497 2.6570 0.0037  -0.2349
N: -4.6356 5.1923 2.0532  0.0070
N: -1.7461 -5.0412 -4.0006  0.0089
N: -4.4074 -6.7928 -7.0050  0.0140
N: 6.0042 0.1786 1.0527  0.0068
N: 4.0619 0.8147 8.0330  -0.0085
N: 2.4878 -0.7323 2.4259  -0.0096
N: 0.1214 3.2252 0.6313  -0.2059
N: 1.9495 3.8861 2.8047  0.0037
C: -2.4619 -3.8758 -4.0232  -0.1172
C: -1.7359 0.1656 -1.9790  -0.2313
C: -5.6740 6.9520 1.2107  -0.1263
C: 2.2891 5.3321 4.4485  -0.1304
C: 6.0628 -0.2518 -0.2430  -0.1426
C: 4.1758 0.0743 6.8858  -0.1475
C: 2.5800 3.2017 3.7994  -0.1514
C: -2.6171 -3.5169 -5.3372  -0.1095
C: -4.2594 5.2623 0.7417  -0.1274
C: 0.6761 1.4331 -2.0124  -0.3406
C: -2.8048 -0.6594 -1.4175  -0.5347
C: -3.9568 -8.9179 -6.5922  -0.1153
C: 1.3948 0.2161 0.3669  -0.3935
C: 2.7758 1.2686 8.1603  -0.1525
C: -4.7335 -7.4808 -8.1398  -0.1472
C: -4.4667 -8.8071 -7.9165  -0.1227
C: -5.4954 6.2135 2.3510  -0.1551
C: 2.9516 0.0545 6.2733  -0.1090
C: -1.9705 -4.5062 -6.1322  -0.1368
C: 2.8045 4.0669 4.8419  -0.1281
C: -3.9363 -7.6547 -6.0607  -0.1497
C: 6.5839 -1.5184 -0.2407  -0.1166
C: -1.4435 -5.4365 -5.2749  -0.1681
C: 2.0634 0.8137 7.0839  -0.1108
C: -4.8880 6.3481 0.1893  -0.1146
C: 1.3020 -0.7497 1.5379  -0.3513
C: 6.8454 -1.8656 1.1138  -0.1198
C: 6.4749 -0.7970 1.8867  -0.1513
C: 1.7669 5.1796 3.1847  -0.1556
H: 3.1267 -1.4703 2.1558  0.0496
H: 1.6196 1.2282 0.7250  0.0389
H: -0.8402 -0.6766 0.1460  0.0016
H: 1.2740 5.8805 2.5325  0.1006
H: -1.1213 3.0836 -3.8438  0.0888
H: 2.9806 0.1447 2.2970  0.0274
H: 2.8092 2.1537 3.6936  0.0865
H: 4.8066 0.9993 8.6782  0.1356
H: -2.0869 1.1649 -2.2248  0.0710
H: -5.1195 -6.9738 -9.0075  0.1005
H: 5.1146 -0.3696 6.6014  0.0988
H: 2.4809 1.8789 8.9967  0.0998
H: -0.8651 2.0518 2.5775  0.0540
H: -1.8987 -4.5335 -7.2075  0.0878
H: -2.7896 -3.3984 -3.1152  0.0837
H: -0.2575 4.1286 0.3688  -0.0106
H: 1.6161 1.8255 -1.6157  0.0750
H: 6.4989 -0.6525 2.9533  0.1023
H: -3.6382 -9.8176 -6.0926  0.0841
H: 0.4177 -0.5123 2.1324  0.0772
H: 1.0227 1.0098 6.8877  0.0921
H: 6.7492 -2.1312 -1.1110  0.0858
H: 2.2901 6.2427 5.0257  0.0768
H: -1.4796 -5.5279 -3.1644  0.1445
H: -3.5754 4.5391 0.3284  0.0828
H: -3.0635 2.0265 0.1590  0.0437
H: -4.6142 -9.6064 -8.6239  0.0828
H: -5.9018 6.3305 3.3411  0.0984
H: -4.3166 4.4925 2.6983  0.1448
H: -3.6199 -7.2899 -5.0990  0.1014
H: -4.7938 6.6735 -0.8334  0.0846
H: 5.7232 0.3719 -1.0520  0.1065
H: -6.2958 7.8275 1.1197  0.0817
H: -1.4000 -0.3302 -2.8914  0.0848
H: -4.4760 -5.7986 -6.8747  0.1362
H: 5.6496 1.0705 1.3474  0.1434
H: 7.2503 -2.7951 1.4783  0.0845
H: 1.6253 3.4878 1.9232  0.0696
H: -3.1266 -2.6340 -5.6865  0.0879
H: 0.4009 -0.9426 -1.5173  0.0129
H: 0.8750 0.8483 -2.9130  0.0822
H: 2.2402 -0.0908 -0.2672  0.0707
H: 1.1903 -1.7658 1.1459  0.1032
H: 3.2767 3.8138 5.7775  0.0773
H: 2.7163 -0.4408 5.3439  0.0756
H: -0.8877 -6.3385 -5.4657  0.1058

The HOMO energy comes out at -4.92 eV. For the LUMO energy, the calculation gives 2.41 eV. The electronic energy is -2729.3713 hartree. The charge is -1.